<P>
ORCA calculation (wB97M-V/def2-TZVPD) on C3H6O2 in the gas phase.

Summary:
- SMILES string: COC(C)=O
- Gap between HOMO and LUMO: 11.3202 eV
- E_LUMO: 0.89 eV
- Spin multiplicity: 1
- HOMO energy: -10.4 eV

Each line ends with the Löwdin charge.
Atoms and positions in Å:
C -1.86354 -0.31599 0.00372  -0.001
C 1.78061 0.00507 -0.02829  -0.060
H -1.78313 -1.02012 0.95394  0.130
H -2.76474 0.52174 -0.07962  0.154
H 2.27056 0.66435 0.86790  0.158
O -0.25082 1.54301 0.00058  0.077
C -0.49570 0.34398 -0.02041  -0.553
H 1.93674 0.64892 -0.68731  -0.010
O 0.48164 -0.60802 0.00662  -0.040
H -1.69744 -0.92387 -0.86510  0.060
H 2.38582 -0.85908 -0.15202  0.083



<Q>
ORCA calculation (wB97M-V/def2-TZVPD) on a 2-piece molecular cluster, C3H6O2 overall.

Summary:
- SMILES string: C=CO.C=O
- Gap between HOMO and LUMO: 9.6723 eV
- E_LUMO: 0.48 eV
- Spin multiplicity: 1
- HOMO energy: -9.2 eV

Each line ends with the Löwdin charge.
Atoms and positions in Å:
H -3.26831 -1.25779 1.67565  0.143
H 5.78900 3.27063 -1.41423  0.044
H -2.12709 -2.13808 -1.31936  0.019
C 5.64481 3.27696 -0.37756  -0.103
C -2.33023 -1.72905 -0.37112  0.013
H 4.68580 3.86258 -0.04946  0.105
H -5.08978 -2.48702 0.52190  0.088
H -1.43092 -2.07488 0.19291  0.047
C -3.41581 -1.51658 0.50992  -0.292
O -4.70597 -1.67053 0.27329  -0.018
O 6.24850 2.46376 0.35806  -0.045



Most stable pick: <P>. Distance to second place: 46.9 kcal/mol.



<P>
ORCA calculation (wB97M-V/def2-TZVPD) on C3H6O2 as an isolated structure.

Summary:
- Gap between HOMO and LUMO: 10.9156 eV
- E_LUMO: 0.92 eV
- Spin multiplicity: 1
- HOMO energy: -10.0 eV

Each line ends with the Löwdin charge.
Atoms and positions in Å:
C 0.21127 -0.30183 0.58812  -0.337
H 1.97092 -0.59538 -0.15905  0.093
H -1.53303 -1.40616 -0.28926  0.117
O -1.27460 0.67553 -0.54733  -0.105
H -0.26739 -0.91589 -1.48958  0.127
C -0.77979 -0.66494 -0.54368  -0.137
H 0.65700 1.44147 -0.68153  0.123
H -0.20768 -0.45601 1.59095  0.155
H -0.21666 1.91983 0.79483  0.118
O 1.50620 -0.81332 0.65756  -0.009
C -0.06624 1.11670 0.07898  -0.146



<Q>
ORCA calculation (wB97M-V/def2-TZVPD) on C3H6O2 in the gas phase.

Summary:
- SMILES string: OC[C@H]1CO1
- Gap between HOMO and LUMO: 11.2613 eV
- E_LUMO: 1.08 eV
- Spin multiplicity: 1
- HOMO energy: -10.2 eV

Each line ends with the Löwdin charge.
Atoms and positions in Å:
H -0.72180 -1.56675 -0.08422  0.143
O -1.30547 0.44620 -0.31753  -0.056
H 1.57752 -1.19781 -0.63168  0.119
C -0.35650 -0.55025 0.05810  -0.262
H 0.18700 0.94619 -1.62449  0.081
H 1.63130 0.25423 0.37842  0.119
O 1.05405 0.51364 -1.59668  -0.054
C -1.01487 0.28488 1.06498  -0.104
C 1.06423 -0.25355 -0.41798  -0.218
H -0.45935 1.10524 1.51948  0.120
H -1.83229 -0.11777 1.66158  0.113



Most stable pick: <P>. Distance to second place: 2.4 kcal/mol.



<P>
ORCA calculation (wB97M-V/def2-TZVPD) on a 2-piece molecular cluster, C3H6O2 overall.

Summary:
- SMILES string: C=CC=O.O
- Gap between HOMO and LUMO: 10.2625 eV
- E_LUMO: 0.17 eV
- Spin multiplicity: 1
- HOMO energy: -10.1 eV

Each line ends with the Löwdin charge.
Atoms and positions in Å:
H 0.98921 -1.55049 1.34814  0.045
H 0.69285 1.48558 1.31763  0.114
C -0.64105 0.26925 -1.45548  0.046
H -0.28749 -1.71080 0.51623  0.047
O 1.82735 0.40620 0.13430  0.035
H -1.45441 0.84940 0.42558  0.111
C 0.73748 0.81548 0.46300  -0.315
O 0.02339 -1.54245 1.42764  -0.064
H -1.58672 0.24295 -1.98157  0.064
C -0.57390 0.59845 -0.16729  -0.162
H 0.27328 0.13643 -2.02818  0.077



<Q>
ORCA calculation (wB97M-V/def2-TZVPD) on C3H6O2 in the gas phase.

Summary:
- SMILES string: CC(=O)CO
- Gap between HOMO and LUMO: 10.8350 eV
- E_LUMO: 0.59 eV
- Spin multiplicity: 1
- HOMO energy: -10.2 eV

Each line ends with the Löwdin charge.
Atoms and positions in Å:
C -0.80161 -0.58761 -0.41789  -0.255
H 0.91617 2.65298 -0.37307  0.118
O -0.40089 -1.84583 -0.00349  -0.078
H 0.42805 1.16413 -1.83054  0.168
H -1.86049 -0.34743 -0.05735  0.150
C 0.16005 0.44288 0.17052  -0.423
O 0.92839 0.24321 1.14799  0.035
C 0.23826 1.73273 -0.64554  -0.035
H -0.64351 -0.46571 -1.57183  0.141
H -0.80440 1.97734 -0.80277  0.052
H 0.16397 -1.68838 0.83704  0.127



Most stable pick: <P>. Distance to second place: 10.5 kcal/mol.



<P>
ORCA calculation (wB97M-V/def2-TZVPD) on a 14-piece molecular cluster, H30O15 overall.

Summary:
- Gap between HOMO and LUMO: 6.4545 eV
- E_LUMO: -0.60 eV
- Spin multiplicity: 1
- HOMO energy: -7.1 eV

Each line ends with the Löwdin charge.
Atoms and positions in Å:
H -0.36854 0.29811 3.20863  0.012
O 1.27332 3.81765 -2.77564  -0.039
O -0.43642 -0.33744 3.93006  -0.033
O 0.83156 3.76254 1.01488  -0.048
H 3.32153 1.15813 4.22922  0.036
H -1.04959 -5.05915 1.25307  0.041
H -0.13668 0.59672 -0.78048  0.010
O 1.33576 -4.39488 -2.23852  -0.056
H -0.12950 3.83532 1.02253  0.034
O -0.10079 2.26440 -1.45754  -0.099
H -0.21554 3.40870 4.19322  0.047
O 0.39546 -3.34033 2.69489  -0.031
H 2.43093 1.24570 3.00072  0.029
H -2.39931 -1.33372 -4.12167  0.049
H 0.74639 -0.52982 -0.26947  0.015
H -1.84772 3.40951 -5.42749  0.036
O -1.62773 -4.32559 1.01510  -0.043
O -4.22502 0.86753 1.37545  -0.054
O -0.27932 -2.21495 -3.42895  -0.135
H -0.42474 2.32522 -0.55181  0.031
H -1.09737 -3.54113 1.19492  -0.005
O -1.83431 -1.69688 -3.43038  -0.132
H -4.13827 0.99834 0.42448  0.033
H 2.98618 -1.93492 2.05511  0.047
O 2.46301 -1.86643 1.24852  -0.034
H -3.34801 0.58039 1.65364  0.022
H 2.11328 -4.96449 -2.23748  0.042
H 2.21859 4.00463 -2.79760  0.071
H 0.38738 -0.83549 3.88211  0.015
H 0.15959 -2.19202 -2.57115  0.049
O 2.49996 1.55025 3.91258  -0.053
H 1.13292 -2.84983 3.07510  0.035
H -0.55865 2.20574 3.32997  -0.003
H -1.26888 -0.95839 -3.17759  0.062
H 1.56284 -2.05625 1.53603  -0.017
H -0.63219 -3.10993 -3.48797  0.084
H 0.62436 -4.96856 -1.93227  0.037
H -1.05908 2.34761 -4.67884  0.025
H 1.08710 4.12144 0.15763  0.028
O 0.68499 0.43143 -0.30455  -0.069
O -1.73837 3.01968 -4.55281  -0.059
H 1.20012 2.93437 -3.15438  0.058
O -0.93925 3.01256 3.69492  -0.045
H 0.24875 3.14367 -1.64112  -0.008
H 0.15127 -2.82943 1.91493  0.015



<Q>
ORCA calculation (wB97M-V/def2-TZVPD) on a 15-piece molecular cluster, H30O15 overall.

Summary:
- Gap between HOMO and LUMO: 8.9886 eV
- E_LUMO: -0.62 eV
- Spin multiplicity: 1
- HOMO energy: -9.6 eV

Each line ends with the Löwdin charge.
Atoms and positions in Å:
H 0.33117 -1.95963 -2.90548  0.017
H -4.48113 -1.16480 -0.96318  -0.020
H 2.51072 -0.08396 3.00203  0.030
H 0.01264 1.09496 3.90046  0.074
O 0.19526 0.12364 -0.25263  -0.081
H -4.27082 -2.38288 0.23949  0.048
H -0.30480 0.77287 -0.76000  -0.023
H -0.42821 -2.52935 -4.09241  0.033
H 5.04832 0.40179 0.51204  0.027
H 4.37867 -0.90486 0.11927  0.007
H -1.76100 1.96444 -2.17592  0.075
H 0.17897 -0.31491 4.44327  0.078
O 0.52029 0.28589 3.77131  -0.066
O -1.00377 -2.31246 2.54579  -0.035
O 2.46295 0.85024 2.76971  -0.077
H -0.68389 1.73450 2.10659  0.033
H 2.77444 0.07962 -3.98732  0.031
H -2.55875 4.26359 -0.47049  0.028
O -5.23018 -2.29435 0.26766  -0.049
H 1.02804 3.57007 -0.21228  0.031
H -5.17399 -1.28157 -2.31090  0.037
H -0.43719 -0.58556 -0.09128  0.027
H -0.74831 -1.55294 3.08137  0.006
H 0.79787 -1.97797 1.79395  -0.019
H -0.98427 0.24721 2.01839  0.012
H -1.04286 -3.04102 3.17560  0.067
O -0.56118 -2.08503 -3.24749  -0.055
H 1.75877 3.18995 -1.48961  0.039
O -1.07284 1.07091 1.52577  -0.050
O -4.29996 -1.23679 -1.90710  -0.071
O 1.56307 -2.39583 1.38304  -0.057
O -1.57284 1.93033 -1.23124  -0.038
H 1.54199 0.98252 2.51807  -0.004
H 1.45307 0.77446 -3.70234  0.025
H -1.68270 2.84162 -0.93718  0.006
O 2.40550 0.88162 -3.60046  -0.053
H -1.95036 3.76230 0.82897  0.020
H -5.38082 -1.57041 0.88589  0.057
H 3.18459 -3.25311 -0.73788  0.028
H 2.98352 -2.88421 -2.19854  0.030
O -2.37680 4.53267 0.43697  -0.038
O 1.05827 3.76198 -1.15633  -0.054
H 1.27557 -3.30086 1.21793  0.036
O 3.44159 -2.60080 -1.39926  -0.043
O 4.79946 -0.12352 -0.25680  -0.066



Most stable pick: <Q>. Distance to second place: 112.3 kcal/mol.